1.
The following is a quantum chemistry calculation of a molecular structure, C35H45F3N2O3SV at a distorted geometry, from the Open Molecules 2025 dataset.

```
90
Properties=species:S:1:pos:R:3
V -0.15 -0.04 0.59
S 2.82 -1.41 1.98
F -1.99 -1.57 5.20
F -2.82 -1.50 3.20
F -2.25 0.33 4.21
O -0.47 -0.36 2.27
O 0.32 -1.78 3.82
O 1.86 -1.03 0.86
N -0.92 1.61 0.13
N -0.17 -0.48 -1.16
C 3.66 0.23 -1.74
C -3.76 1.96 1.04
C 1.00 -4.03 -1.52
C -2.34 -2.45 -0.60
C -0.88 -3.77 0.94
C -0.47 3.72 3.18
C -1.20 2.16 -1.02
C -0.14 3.02 2.02
C -4.21 2.91 -0.08
C -1.92 -0.95 4.04
C -3.72 0.51 0.54
C -1.51 -0.02 -4.58
C -1.18 2.38 1.32
C 2.21 -3.84 -2.14
C -0.53 -1.07 3.37
C -1.77 2.03 -3.39
C -0.97 -0.63 -3.47
C 0.61 -1.66 -1.45
C 1.84 -1.46 -2.11
C -2.76 3.14 2.96
C 2.12 2.10 2.58
C -1.24 1.42 -2.23
C -1.90 1.32 -4.55
C -1.15 -3.41 -0.52
C -2.52 2.47 1.76
C 1.35 3.08 1.67
C 0.16 -2.97 -1.17
C 2.57 0.06 -4.00
C 2.35 -0.07 -2.48
C 2.76 -3.21 2.00
C 2.62 -2.55 -2.44
C -0.79 0.08 -2.27
C 1.76 2.87 0.21
C -1.75 3.77 3.67
C 4.44 -1.27 1.18
H 4.65 -0.22 1.03
H 0.66 -5.04 -1.32
H -3.08 0.38 -0.33
H 4.06 1.20 -2.06
H -1.63 -0.59 -5.50
H 3.71 -3.59 2.38
H 2.81 3.14 0.10
H -0.67 -1.67 -3.52
H 1.66 1.83 -0.10
H -2.54 -2.13 -1.62
H 3.33 -0.64 -4.35
H 5.18 -1.70 1.86
H 0.32 4.25 3.70
H -2.31 1.78 -5.44
H 1.64 -0.14 -4.54
H -3.41 -0.17 1.33
H 1.63 0.68 -2.19
H -3.77 3.18 3.34
H 3.19 2.13 2.34
H 2.58 -3.54 0.98
H 3.56 -2.39 -2.96
H 2.83 -4.69 -2.41
H 4.43 -1.80 0.23
H 1.67 4.08 1.95
H 2.89 1.07 -4.24
H -1.44 -4.32 -1.05
H 1.18 3.51 -0.46
H -3.69 2.71 -1.02
H -0.15 -4.57 1.02
H -4.06 3.95 0.20
H -4.73 0.23 0.24
H -3.23 -2.97 -0.23
H -1.47 3.21 -1.04
H -5.28 2.76 -0.27
H -1.80 -4.08 1.45
H -0.48 -2.89 1.46
H -1.98 4.30 4.58
H 1.77 1.08 2.43
H 1.96 -3.51 2.66
H 3.48 0.28 -0.66
H -2.18 -1.58 0.03
H 4.41 -0.53 -1.93
H -2.10 3.06 -3.33
H 2.00 2.35 3.63
H -4.54 1.98 1.80
```

Calculated values
HOMO energy (alpha / beta) ... -11.20 / -11.20 eV
Net charge ... +1
2S+1 ... 3
Energy relative to the best compared isomer or geometry (same formula, charge and spin) ... 171.8 kJ/mol
E ... -90820.16242 eV


2.
The following is a quantum chemistry calculation of a molecular structure, C35H45GeN7PdS at a distorted geometry, from the Open Molecules 2025 dataset.

```
90
Properties=species:S:1:pos:R:3
Pd 0.77 -0.16 0.81
Ge 1.38 0.61 -2.77
S 1.46 -2.15 2.52
N -4.41 -4.66 0.56
N -0.38 3.87 2.28
N -1.35 -1.38 1.19
N 4.10 -2.03 2.89
N -0.44 1.75 1.72
N -1.08 -2.80 -1.39
N 3.16 -0.45 1.47
C 2.80 -1.85 -1.89
C 0.98 0.85 -0.85
C 3.44 4.06 -5.26
C -2.71 -1.19 0.66
C -0.20 -0.96 -4.65
C 6.45 -2.20 3.48
C -3.70 -2.33 0.99
C 2.16 2.10 -3.73
C -2.44 -0.42 -5.38
C -2.69 -0.98 -0.85
C -3.44 -3.33 -1.29
C 4.50 1.12 0.21
C -1.47 3.74 1.45
C -1.40 0.88 -3.64
C 3.70 -2.90 -2.05
C 1.56 2.59 -4.90
C 5.51 -0.52 1.84
C 0.22 2.66 2.42
C 2.67 -0.87 -2.87
C 1.41 2.42 3.28
C 4.38 0.02 1.21
C 4.36 -2.01 -4.19
C 3.00 -1.51 2.29
C 4.47 -2.99 -3.20
C 4.02 3.61 -4.08
C -3.39 -3.58 0.20
C -1.49 2.43 1.12
C 3.39 2.63 -3.32
C -1.30 -1.21 -5.47
C -2.50 0.62 -4.46
C 2.21 3.56 -5.66
C -2.42 -2.25 -1.66
C 3.46 -0.95 -4.02
C -0.24 0.10 -3.74
C 5.35 -1.55 2.71
H 3.95 4.81 -5.86
H 3.78 -3.67 -1.28
H -0.39 -2.08 -1.54
H 5.18 1.90 0.56
H -4.27 -5.50 0.01
H 5.16 -3.81 -3.34
H -3.38 1.25 -4.40
H -0.86 -3.54 -2.04
H 4.98 4.00 -3.76
H 6.28 -2.10 4.55
H 3.85 2.29 -2.40
H -3.23 -4.24 -1.86
H -3.66 -0.59 -1.17
H 6.50 -0.11 1.65
H -1.44 1.71 -2.95
H 6.50 -3.27 3.25
H -1.26 -2.02 -6.19
H 2.21 -1.81 -1.00
H -2.11 4.57 1.19
H -3.29 -0.62 -6.03
H -5.35 -4.32 0.37
H -4.71 -1.99 0.72
H 2.21 1.99 2.68
H -0.92 -2.19 0.77
H -1.34 -1.48 2.20
H -3.69 -2.52 2.07
H 1.17 1.72 4.07
H -2.56 -2.01 -2.71
H -2.20 1.92 0.49
H 7.41 -1.75 3.24
H 0.60 2.21 -5.23
H 4.97 -2.07 -5.08
H -3.10 -0.29 1.15
H -1.94 -0.22 -1.09
H -2.42 -3.99 0.47
H -4.36 -4.91 1.54
H 3.39 -0.19 -4.79
H -0.07 4.73 2.70
H 3.95 -2.81 3.52
H 1.77 3.35 3.73
H 4.91 0.71 -0.72
H 0.69 -1.57 -4.74
H -4.45 -2.98 -1.58
H 3.52 1.54 0.00
H 1.75 3.92 -6.57
```

Calculated values
HOMO energy (alpha / beta) ... -11.67 / -11.67 eV
Net charge ... +2
2S+1 ... 1
Energy relative to the best compared isomer or geometry (same formula, charge and spin) ... 174.7 kJ/mol
E ... -118271.29967 eV


3.
The following is a quantum chemistry calculation of a molecular structure, C35H45N5O6PbS2, from the Open Molecules 2025 dataset.

```
94
Properties=species:S:1:pos:R:3
Pb 0.66 0.90 0.06
S 2.05 -0.75 -2.65
S -1.54 2.20 1.57
O 1.95 -0.32 4.12
O 0.36 -1.19 -3.34
O -2.72 -2.10 -0.80
O 2.03 -1.30 -1.31
O 1.88 0.67 -2.73
O 2.83 -1.41 -3.63
N -0.17 -0.96 1.37
N -3.40 0.30 1.60
N -0.82 -0.87 -1.23
N -3.86 2.11 0.27
N 1.89 0.60 2.01
C 1.21 -4.22 -2.95
C 1.66 2.91 5.26
C -0.19 -2.02 3.49
C -2.37 1.05 -2.78
C 2.77 2.66 3.02
C 5.03 3.35 2.50
C 4.18 1.29 1.57
C -1.10 -2.80 -4.47
C 0.02 -3.52 -2.31
C -0.53 -2.41 -3.17
C 1.50 -0.20 2.99
C 4.98 0.32 -0.64
C 1.47 2.94 3.74
C 4.41 0.03 0.75
C -0.97 -1.09 -2.60
C -1.75 -2.67 1.79
C -5.17 1.60 -0.09
C 0.33 -1.09 2.59
C -1.09 -4.54 -2.03
C -3.68 1.58 -3.35
C 3.82 3.56 3.14
C -1.24 -2.81 3.08
C 2.96 1.52 2.23
C -1.26 2.09 -2.94
C -5.11 0.08 -0.12
C -4.61 -0.43 1.22
C 5.20 2.22 1.72
C 5.31 -0.93 1.53
C -2.35 -0.71 -4.58
C 0.85 4.26 3.28
C -1.94 -0.26 -3.39
C -1.19 -1.71 0.96
C -3.03 1.48 1.11
C -1.66 -1.55 -0.46
C -1.92 -1.98 -5.13
H 4.34 1.01 -1.20
H -2.56 -3.27 1.41
H -1.36 -5.08 -2.94
H 0.93 -4.71 -3.89
H 2.04 -3.55 -3.16
H 5.84 4.06 2.61
H 5.44 -1.87 0.97
H 4.88 -1.17 2.50
H -5.92 1.95 0.63
H -0.29 1.71 -2.64
H 6.30 -0.50 1.70
H 1.47 5.11 3.57
H 5.07 -0.61 -1.20
H -0.73 -5.27 -1.31
H -1.99 -4.07 -1.63
H 1.58 -5.00 -2.28
H -4.50 0.86 -3.24
H -4.35 -1.48 1.14
H 2.34 3.71 5.57
H -0.85 -3.78 -4.86
H -2.75 -0.12 2.24
H 0.35 -3.08 -1.36
H 3.69 4.44 3.76
H -3.05 -0.13 -5.16
H -6.10 -0.33 -0.31
H -3.54 3.01 -0.06
H -5.43 1.99 -1.07
H -3.96 2.51 -2.84
H -3.59 1.83 -4.41
H 0.26 -2.08 4.47
H -1.48 2.99 -2.36
H 3.45 -0.46 0.62
H -2.33 -2.29 -6.08
H -2.51 0.87 -1.71
H -4.44 -0.26 -0.90
H 5.98 0.76 -0.58
H -1.17 2.38 -3.99
H 0.70 3.06 5.76
H 6.15 2.05 1.22
H 0.71 4.29 2.20
H 0.76 2.15 3.48
H -0.13 4.39 3.75
H -1.66 -3.56 3.75
H 2.07 1.95 5.57
H -5.37 -0.31 2.00
```

Calculated values
HOMO energy ... -8.06 eV
2S+1 ... 1
Energy relative to the best compared isomer or geometry (same formula, charge and spin) ... 93.1 kJ/mol
E ... -83681.34671 eV